# 1
{"formula": "C2H2O2Tm", "method": "ωB97M-V with the def2-TZVPD basis set", "species": ["H", "O", "C", "C", "O", "H", "Tm"], "positions_angstrom": [[0.65165, -1.51968, -0.51102], [0.19316, 1.35555, -0.23250], [0.78820, 0.21944, -0.05531], [-0.04814, -0.91223, 0.25367], [-1.30189, -0.79162, 0.15830], [1.83043, 0.19309, 0.29776], [-2.11341, 1.45545, 0.08909]], "forces_ev_per_angstrom": [[-1.8289, -1.3844, 1.8148], [-2.5085, 0.3345, -0.0720], [-1.0571, 1.4042, 3.8581], [3.5054, 0.2614, -4.6084], [-2.2641, 2.3208, 0.6811], [0.0422, 0.0818, -1.1433], [4.1110, -3.0183, -0.5303]], "nbo_charge": [0.23, -0.80, 0.28, 0.25, -0.78, 0.25, 2.56], "total_charge": 2, "de_lowest_ev": 1.4538, "homo_lumo_gap_ev": [5.64, 5.93], "homo_ev": [-17.794, -19.217], "multiplicity": 4, "energy_ev": -35707.9052, "lumo_energy_ev": [-12.2, -13.3], "s2": 3.76}

# 2
{"formula": "C2H2O3", "method": "ωB97M-V with the def2-TZVPD basis set", "species": ["C", "C", "O", "O", "O", "H", "H"], "positions_angstrom": [[-0.35372, -1.45859, -0.04344], [0.56632, 0.59060, 0.31904], [-1.19164, -1.61793, 0.73223], [1.51827, 0.95084, 0.92660], [-0.20249, 1.28416, -0.50297], [-0.22944, -2.04778, -0.96567], [-0.10730, 2.29870, -0.46578]], "forces_ev_per_angstrom": [[1.2330, 3.3274, 0.0099], [0.3850, -2.4401, -1.2325], [-1.1756, -0.8679, 1.1625], [-0.5678, -0.1333, 0.2293], [-0.8662, 1.8727, -0.2734], [0.6659, 0.1559, -0.1459], [0.3256, -1.9147, 0.2501]], "nbo_charge": [0.38, 0.72, -0.46, -0.58, -0.71, 0.16, 0.49], "total_charge": 0, "de_lowest_ev": 2.7393, "homo_lumo_gap_ev": [8.64, 8.63], "homo_ev": [-8.660, -8.660], "energy_ev": -8245.8577, "lumo_energy_ev": [0.0, 0.0]}

# 3
{"formula": "C2H2O3S", "method": "ωB97M-V with the def2-TZVPD basis set", "species": ["C", "C", "O", "O", "O", "S", "H", "H"], "positions_angstrom": [[1.02187, 1.36113, -0.76430], [1.41540, 0.22224, 0.13050], [-1.99288, -1.21774, 1.14373], [-1.67042, -0.79292, -1.17862], [0.09137, 0.81339, -0.04227], [-2.12862, -0.27677, 0.07769], [1.40493, -0.63024, -0.37921], [1.85834, 0.52091, 1.01248]], "forces_ev_per_angstrom": [[-0.7124, -0.0214, 0.2898], [-1.2306, 3.2953, -0.5510], [-0.1473, 0.2892, 0.8155], [-0.4359, 0.4619, -0.3604], [0.7925, 1.2938, -0.1199], [-0.1290, -1.1797, -0.6410], [0.8085, -3.9026, -1.2051], [1.0543, -0.2365, 1.7720]], "nbo_charge": [0.34, -0.26, -0.84, -0.85, -0.48, 1.69, 0.20, 0.21], "total_charge": 0, "de_lowest_ev": 5.0567, "homo_lumo_gap_ev": 9.63, "homo_ev": -10.366, "energy_ev": -19079.3881, "lumo_energy_ev": -0.7}

# 4
{"formula": "C2H2O3S", "method": "ωB97M-V with the def2-TZVPD basis set", "species": ["O", "S", "C", "C", "O", "O", "H", "H"], "positions_angstrom": [[-3.76635, 0.58943, -0.64466], [-2.79918, 0.11276, 0.33162], [-1.10757, 0.48768, -0.20149], [-0.78088, -0.75878, -0.03193], [0.24571, -1.65302, 0.06447], [-2.15114, -1.38120, 0.11263], [-0.54190, 1.41682, -0.11980], [1.10986, -1.40398, 0.30870]], "forces_ev_per_angstrom": [[0.1670, -0.7843, 0.0056], [0.2909, 2.0839, 0.0169], [0.0646, 2.5742, 0.8616], [-0.7862, -4.0837, 0.3725], [-3.7455, -0.0346, -0.8312], [2.9091, -0.7435, -0.6063], [-0.2088, -0.3954, -0.3203], [1.3088, 1.3834, 0.5011]], "nbo_charge": [-0.89, 1.51, -0.62, 0.59, -0.66, -0.68, 0.24, 0.51], "total_charge": 0, "de_lowest_ev": 3.3797, "homo_lumo_gap_ev": 10.04, "homo_ev": -9.800, "energy_ev": -19081.0651, "lumo_energy_ev": 0.2, "smiles": "O=[S@@]12=C[C@]1(O)O2"}